C4H11N2O | ωB97M-V/def2-TZVPD

Geometry as XYZ:
```
18
Properties=species:S:1:pos:R:3:forces:R:3:lowdin_charge:R:1
N -1.7154 1.8753 -1.4153 -0.01 0.00 -0.23 -0.028
C -0.3236 1.4374 -1.6623 -0.50 0.01 0.41 -0.280
C -0.0225 0.0608 -1.0907 0.10 -0.56 0.66 -0.277
N 0.2952 0.1189 0.3303 0.01 0.26 -0.38 -0.103
C 0.9889 -1.0669 0.8317 0.18 0.09 0.62 -0.275
C 0.7502 -1.2852 2.3516 0.44 -0.42 -0.19 -0.584
O 1.5918 -2.1695 2.9063 -0.24 0.00 -0.09 -0.376
H -2.0276 1.4879 -0.5338 -0.03 0.10 0.14 0.046
H -2.3229 1.4683 -2.1163 -0.02 -0.07 0.02 0.046
H -0.1582 1.4773 -2.7325 0.13 0.04 -0.26 0.092
H 0.3116 2.1713 -1.1637 0.27 -0.15 -0.16 0.097
H 0.8158 -0.4618 -1.5579 0.16 0.42 -0.24 0.104
H -0.8744 -0.6242 -1.2426 -0.18 0.12 -0.36 0.106
H -0.5333 0.3352 0.8798 0.16 -0.33 0.07 0.089
H 2.0646 -0.9358 0.6758 -0.01 -0.04 -0.03 0.099
H 0.6953 -2.0162 0.3594 -0.14 0.15 -0.27 0.097
H 0.8052 -0.2734 2.8240 -0.24 0.20 -0.02 0.074
H -0.3407 -1.5994 2.3562 -0.07 0.20 0.32 0.073
```
Positions in Å, forces in eV/Å.

Results
Multiplicity ... 1
HOMO ... -2.24 eV
Total charge ... -1
Frontier orbital gap ... 5.86 eV
Energy above the lowest of the compared OMol25 structures with the same formula, charge and spin ... 135.41 kJ/mol
SMILES ... NCCNCC[O-]

---

C16H36ClF6N2O4PZn | ωB97M-V/def2-TZVPD

Geometry as XYZ:
```
67
Properties=species:S:1:pos:R:3:forces:R:3:lowdin_charge:R:1
Zn 4.1446 -5.3901 -1.5845 0.88 1.04 1.75 1.384
Cl 0.6733 -3.6459 0.8636 -1.45 2.25 2.03 0.681
O -0.3411 -4.5324 1.3428 0.78 -0.02 -0.23 -0.276
O 1.2692 -4.2141 -0.3496 1.06 -0.53 -1.13 -0.340
O 0.0386 -2.3665 0.4989 1.14 -1.46 -0.02 -0.321
O 1.7185 -3.4041 1.8463 -0.75 -0.57 -1.30 -0.252
C -4.7906 -2.8969 -2.4427 -0.03 -0.59 1.03 -0.075
C -5.2788 -1.8762 -1.4220 -0.75 2.12 -0.70 -0.260
C -5.2690 -2.2307 0.0496 -0.08 -0.19 1.05 -0.107
N -5.7848 -1.1156 1.0864 3.86 -0.18 -2.74 -0.194
C -7.2315 -0.9008 0.7830 0.01 0.58 2.31 0.019
C -4.8780 0.2489 0.9011 -0.95 -1.19 1.65 -0.039
C -4.9411 0.9231 2.2904 -0.17 -0.43 0.68 -0.148
C -5.1702 -0.2004 3.3429 0.86 -1.41 -0.61 -0.135
C -5.2143 -1.5152 2.5007 -1.60 0.92 0.59 -0.076
H -5.3135 -3.8494 -2.3571 0.28 -0.19 0.34 0.083
H -3.7388 -2.9583 -2.1633 0.17 -0.83 -0.73 0.079
H -4.9357 -2.6458 -3.4934 0.20 0.67 0.27 0.087
H -6.1919 -1.3871 -1.7614 -0.55 -0.49 0.25 0.104
H -4.5941 -1.0348 -1.5286 0.32 0.16 0.13 0.102
H -4.2472 -2.5065 0.3102 0.11 0.37 0.32 0.124
H -5.8502 -3.1018 0.3522 -0.32 -0.01 -0.38 0.134
H -7.4550 -0.0731 1.4561 -0.79 -0.14 0.07 0.106
H -7.7678 -1.8060 1.0678 -0.09 0.18 -0.02 0.116
H -7.5278 -0.5727 -0.2133 0.91 -0.29 -0.13 0.107
H -5.1888 0.9237 0.1036 -0.15 -0.62 -0.18 0.132
H -3.8783 -0.1709 0.7896 -0.13 0.15 -0.50 0.123
H -5.6925 1.7073 2.3830 0.06 -0.05 -0.25 0.115
H -3.9639 1.3374 2.5384 -0.14 0.38 -0.37 0.116
H -5.9375 -0.1292 4.1138 -0.42 0.39 -0.64 0.119
H -4.2604 -0.3634 3.9206 0.05 0.41 0.17 0.111
H -5.7523 -2.3150 3.0096 -0.55 0.08 -0.49 0.135
H -4.1908 -1.8862 2.4476 -0.13 0.12 -1.06 0.126
C 0.0619 4.5800 -0.6858 1.00 -0.54 -0.55 -0.076
C 1.0648 3.3900 -0.8013 -0.30 -0.03 0.98 -0.242
C 2.4490 3.8401 -1.2794 0.10 -0.24 1.04 -0.096
N 3.6474 2.7951 -1.1604 -4.03 0.00 1.81 -0.221
C 3.1620 1.5999 -1.9581 2.07 -0.05 -1.82 0.009
C 4.9232 3.4160 -1.5894 0.50 0.19 -0.88 -0.102
C 5.9886 3.1075 -0.5341 -0.50 -0.51 0.24 -0.117
C 5.3507 2.0291 0.3343 0.74 -1.20 -0.23 -0.169
C 3.8922 2.3661 0.3167 -0.30 -0.07 0.34 -0.093
H 0.0619 5.1779 -1.5971 -0.22 0.01 -0.03 0.079
H 0.3766 5.2228 0.1362 -0.28 0.00 0.03 0.082
H -0.9243 4.1463 -0.5197 0.02 0.34 0.09 0.078
H 0.6213 2.5872 -1.3903 0.22 0.15 -0.40 0.103
H 1.0751 2.9968 0.2153 0.47 -0.23 0.10 0.104
H 2.8091 4.6587 -0.6562 -0.16 0.17 -0.14 0.133
H 2.2781 4.1829 -2.2999 0.92 -0.20 -0.21 0.139
H 2.9738 1.9859 -2.9599 -0.32 0.14 0.02 0.110
H 2.3321 0.9475 -1.6863 -0.03 0.85 1.01 0.111
H 4.0210 0.9555 -2.1452 0.11 -0.15 0.42 0.106
H 5.1177 2.9954 -2.5760 0.38 0.14 0.04 0.138
H 4.7800 4.4911 -1.6983 -0.17 -0.13 -0.08 0.136
H 6.9048 2.7467 -1.0017 0.07 0.41 0.27 0.132
H 6.1260 3.9299 0.1679 0.43 0.41 -0.66 0.127
H 5.5519 1.0345 -0.0637 -0.11 -0.10 -0.11 0.121
H 5.7960 2.0331 1.3292 -0.30 0.02 0.05 0.134
H 3.1800 1.6050 0.6356 0.18 -0.29 -0.55 0.134
H 3.7608 3.1293 1.0837 -0.38 0.91 -0.77 0.141
P 7.1990 -3.9484 0.2738 1.95 -0.32 2.04 0.212
F 8.1234 -2.8499 -0.5335 -1.09 -0.41 1.55 -0.155
F 8.4595 -4.8589 0.7161 -0.41 1.25 0.35 -0.130
F 7.1823 -3.1116 1.7071 -0.31 -1.11 -2.44 -0.150
F 6.2079 -5.1881 0.8601 -0.46 0.66 0.38 -0.232
F 5.8075 -3.2679 -0.2627 -0.82 0.89 0.07 -0.233
F 7.1804 -4.7766 -1.0591 -0.61 -1.61 -3.14 -0.189
```
Positions in Å, forces in eV/Å.

Results
Multiplicity ... 1
HOMO ... -15.03 eV
Total charge ... +2
Frontier orbital gap ... 3.70 eV
Energy above the lowest of the compared OMol25 structures with the same formula, charge and spin ... 824.87 kJ/mol

---

C30H40NO2Si2 | ωB97M-V/def2-TZVPD

Geometry as XYZ:
```
75
Properties=species:S:1:pos:R:3:forces:R:3:lowdin_charge:R:1
C 2.1427 2.3166 2.5389 0.10 -0.35 -0.17 -0.145
Si 2.7573 0.8238 1.5870 1.56 0.71 1.01 0.444
C 4.0939 1.3137 0.3703 -0.75 -0.27 0.08 -0.147
C 3.4330 -0.4431 2.7845 -0.30 0.27 -0.30 -0.140
O 1.4930 0.1242 0.7538 -0.57 -0.76 -0.23 -0.158
N 0.6527 -0.4966 1.6738 -0.40 -1.17 -0.68 -0.223
O -0.0042 0.3827 2.5307 0.51 -0.64 0.56 -0.183
Si -1.3272 0.9808 1.7064 -1.23 0.55 -1.21 0.440
C -2.2347 2.1954 2.8057 0.61 -0.44 0.00 -0.143
C -0.7508 1.8005 0.1237 -0.20 -0.30 0.45 -0.134
C -2.4558 -0.4505 1.2851 0.24 0.27 0.16 -0.139
C 0.4505 -1.8994 1.7255 0.02 1.50 0.54 -0.366
C 0.6466 -2.6721 0.4802 0.43 -0.01 -0.59 -0.020
C 0.0013 -2.4252 2.8605 -0.16 -0.13 0.38 0.037
H 2.9577 2.7760 3.0920 0.14 0.13 0.02 0.038
H 1.7188 3.0489 1.8581 -0.06 0.23 -0.05 0.029
H 1.3717 1.9964 3.2347 0.08 0.15 0.09 0.019
H 4.9113 1.8122 0.8854 0.05 0.06 0.07 0.038
H 4.4750 0.4227 -0.1217 0.14 -0.04 -0.15 0.032
H 3.6814 1.9845 -0.3788 0.11 0.12 -0.18 0.033
H 4.2605 -0.0249 3.3504 0.14 0.03 0.08 0.038
H 2.6505 -0.7477 3.4729 -0.05 -0.14 0.19 0.025
H 3.7817 -1.3152 2.2398 0.10 -0.22 0.00 0.037
H -3.1091 2.5851 2.2910 -0.08 0.02 -0.07 0.040
H -2.5545 1.6935 3.7152 -0.16 0.04 0.21 0.015
H -1.5805 3.0221 3.0697 0.00 0.19 0.10 0.034
H -1.5939 2.1569 -0.4615 -0.14 0.10 -0.05 0.040
H -0.0974 2.6357 0.3560 0.11 0.18 -0.09 0.028
H -0.1894 1.0746 -0.4576 0.00 0.06 -0.16 0.031
H -3.3838 -0.0909 0.8501 -0.15 0.06 -0.09 0.040
H -1.9645 -1.1086 0.5751 -0.03 -0.18 -0.10 0.026
H -2.6804 -1.0122 2.1864 -0.11 -0.19 0.11 0.010
H 0.4707 -3.7381 0.6392 0.05 0.19 0.14 0.089
H -0.0416 -2.3221 -0.2915 0.03 0.04 -0.04 0.087
H 1.6574 -2.5347 0.0938 -0.01 -0.05 -0.07 0.087
H -0.2225 -3.4694 2.9639 -0.08 -0.27 -0.20 0.052
H -0.1461 -1.7937 3.7133 -0.02 0.19 0.35 0.039
C 0.3244 -5.3663 11.1901 0.14 -0.01 0.06 -0.045
C -0.7663 -5.9530 10.5764 -0.05 -0.20 0.01 -0.054
C -1.3840 -5.3254 9.5197 -0.13 0.17 -0.46 -0.015
C -0.9382 -4.0785 9.0526 -0.14 0.10 0.08 -0.171
C -1.5514 -3.4153 7.8876 -0.18 0.08 -0.20 -0.023
C -1.9487 -4.2028 6.7848 0.36 0.01 0.75 0.004
C -2.5755 -3.7348 5.6646 -0.17 -0.21 -0.34 0.060
C -2.9498 -4.5190 4.5214 0.06 -0.05 -0.08 -0.201
C -3.5826 -3.8901 3.4385 0.03 0.20 0.24 -0.010
C -3.9436 -4.5962 2.3149 -0.19 0.12 -0.17 -0.046
C -3.6740 -5.9504 2.2383 -0.11 0.02 -0.10 -0.036
C -3.0616 -6.5977 3.2965 0.15 -0.26 0.33 -0.049
C -2.7018 -5.8977 4.4259 0.06 0.05 0.04 -0.001
C -1.7498 -1.9541 7.9055 0.29 0.08 0.07 -0.171
C -1.4435 -1.1195 6.8171 -0.04 -0.57 -0.01 -0.025
C -1.6710 0.2352 6.8758 -0.09 0.18 -0.08 -0.047
C -2.1945 0.8017 8.0244 0.01 0.12 0.03 -0.042
C -2.4891 0.0066 9.1165 -0.19 0.16 0.13 -0.049
C -2.2731 -1.3495 9.0582 0.26 -0.58 0.01 -0.008
C 0.1456 -3.4887 9.7226 -0.41 0.37 -0.33 -0.005
C 0.7703 -4.1276 10.7688 0.27 0.01 0.01 -0.050
H 0.8403 -5.8802 11.9847 0.01 -0.05 0.16 0.117
H -1.1151 -6.9159 10.9135 -0.12 -0.08 0.03 0.116
H -2.2433 -5.7816 9.0625 -0.22 -0.16 -0.15 0.118
H -1.7312 -5.2550 6.8437 0.14 -0.18 0.07 0.109
H -2.8046 -2.6873 5.6166 -0.27 0.31 -0.05 0.115
H -3.7950 -2.8366 3.4975 -0.03 0.26 0.01 0.112
H -4.4617 -4.1014 1.5074 0.06 0.08 -0.07 0.118
H -3.9558 -6.5110 1.3620 -0.05 -0.06 -0.13 0.118
H -2.8825 -7.6604 3.2494 0.07 -0.09 -0.04 0.116
H -2.2248 -6.4163 5.2387 0.09 -0.15 0.12 0.110
H -1.0096 -1.5440 5.9291 0.22 -0.08 -0.18 0.103
H -1.4574 0.8558 6.0206 0.16 0.06 -0.11 0.107
H -2.3638 1.8648 8.0730 -0.03 0.15 -0.01 0.117
H -2.9032 0.4451 10.0121 -0.02 0.02 0.05 0.117
H -2.5297 -1.9754 9.8951 -0.03 -0.10 0.25 0.126
H 0.4999 -2.5296 9.3890 0.13 0.24 -0.08 0.124
H 1.6313 -3.6757 11.2371 0.02 0.08 0.05 0.117
```
Positions in Å, forces in eV/Å.

Results
Multiplicity ... 1
HOMO ... -9.75 eV
Total charge ... +1
Frontier orbital gap ... 4.37 eV
Energy above the lowest of the compared OMol25 structures with the same formula, charge and spin ... 299.92 kJ/mol

---

C6H14N2O | ωB97M-V/def2-TZVPD

Geometry as XYZ:
```
23
Properties=species:S:1:pos:R:3:forces:R:3:lowdin_charge:R:1
C 3.2996 -0.0325 -0.4670 -0.09 0.20 0.07 -0.060
C 1.9646 0.0493 0.2204 0.24 -0.52 -0.06 -0.342
C 1.3212 -1.2462 0.6360 -0.04 0.17 0.15 -0.061
C 1.3870 1.1839 0.4690 -0.02 0.08 0.08 -0.139
N 0.7519 2.2260 0.5440 -0.39 0.54 -0.21 0.140
H 4.0204 -0.5387 0.1757 0.08 -0.02 -0.01 0.079
H 3.6780 0.9576 -0.7079 0.11 0.01 -0.05 0.077
H 3.2086 -0.6059 -1.3898 0.02 -0.04 -0.05 0.079
H 0.3092 -1.0712 0.9902 -0.07 -0.07 0.02 0.060
H 1.9043 -1.7223 1.4252 0.02 -0.09 0.02 0.079
H 1.2837 -1.9248 -0.2153 -0.01 -0.08 -0.07 0.079
H 0.8338 2.8123 1.3686 0.22 -0.20 0.15 0.085
C -1.7470 -0.5252 -1.3262 0.01 0.27 0.03 -0.099
N -1.7660 0.1839 -0.0608 0.38 0.18 0.13 -0.319
C -2.8836 -0.2131 0.7711 0.06 0.30 -0.02 -0.098
O -1.8978 1.5846 -0.3302 -0.31 -0.26 -0.14 -0.081
H -2.6707 -0.3863 -1.9022 -0.03 0.02 -0.01 0.083
H -0.9045 -0.1561 -1.9086 0.00 -0.08 -0.07 0.082
H -1.6059 -1.5849 -1.1214 0.01 -0.08 -0.01 0.080
H -2.7554 -1.2610 1.0376 -0.02 -0.05 0.01 0.081
H -3.8517 -0.0809 0.2714 -0.04 0.01 -0.04 0.082
H -2.8674 0.3932 1.6749 -0.05 -0.07 0.03 0.082
H -1.0123 1.9581 -0.1551 -0.08 -0.24 0.05 0.031
```
Positions in Å, forces in eV/Å.

Results
Multiplicity ... 1
HOMO ... -8.41 eV
Frontier orbital gap ... 9.25 eV
Energy above the lowest of the compared OMol25 structures with the same formula, charge and spin ... 372.25 kJ/mol
SMILES ... CC(C)=C=N.CN(C)O

---

C3H12NO2 | ωB97M-V/def2-TZVPD

Geometry as XYZ:
```
18
Properties=species:S:1:pos:R:3:forces:R:3:lowdin_charge:R:1
C -1.4822 1.7947 -0.7843 -1.08 0.96 -4.41 -0.077
C -0.4491 1.2083 0.0963 -0.04 0.58 0.25 -0.372
C 0.1745 1.7761 1.1430 0.04 -1.64 0.35 0.109
N -0.0128 -0.1257 -0.4567 -3.12 0.15 -0.86 0.149
H -2.5524 1.7930 -0.4720 1.02 0.07 0.31 0.099
H -1.5609 1.3201 -1.8900 0.35 0.07 2.51 0.123
H -1.2221 2.7975 -1.2475 -0.26 -0.59 1.53 0.108
H 0.8065 1.0717 1.7799 -0.50 1.41 -0.96 0.088
H 0.0089 2.8294 1.4812 -0.04 -1.27 -0.45 0.107
H -0.8368 -0.8609 -0.6606 2.02 2.29 0.58 0.220
H 0.3278 0.1729 -1.4300 0.35 -1.48 1.92 0.193
H 0.5244 -0.6090 0.2596 1.25 -0.41 -0.30 0.083
H 1.6897 -2.2172 1.9644 1.26 -1.18 0.70 0.020
H 0.7611 -1.3100 3.0301 1.33 -1.46 -3.05 0.139
O 1.0063 -1.5905 2.0515 -2.68 2.80 2.09 -0.077
H 1.7232 -2.6482 -1.5867 -1.89 0.66 0.79 0.119
H 0.3323 -2.9734 -1.9353 -1.91 -1.97 -1.97 0.008
O 0.7615 -2.4288 -1.3427 3.89 1.01 0.98 -0.039
```
Positions in Å, forces in eV/Å.

Results
Multiplicity ... 1
HOMO ... -14.29 eV
Total charge ... +1
Frontier orbital gap ... 11.08 eV
Energy above the lowest of the compared OMol25 structures with the same formula, charge and spin ... 217.17 kJ/mol

---

C18H27BrN2O3S | ωB97M-V/def2-TZVPD

Geometry as XYZ:
```
52
Properties=species:S:1:pos:R:3:forces:R:3:lowdin_charge:R:1
C -0.4328 -4.6069 -0.8781 -0.10 0.14 -0.22 -0.100
C -1.5017 -3.5905 -1.2583 0.08 -0.05 0.35 -0.214
C -1.9128 -2.7344 -0.0515 -0.31 -0.09 -0.25 -0.337
C -3.0422 -1.7452 -0.3972 0.15 -0.10 -0.03 -0.144
C -2.5426 -0.5849 -1.2552 -0.07 0.10 0.22 -0.191
C -1.3539 0.0840 -0.5705 0.10 -0.21 -0.14 -0.174
C -0.2795 -0.9729 -0.2809 -0.01 0.27 0.00 -0.176
N -0.7526 -2.0737 0.5371 -0.01 -0.22 0.10 -0.136
C -0.9088 -1.7573 1.9448 0.31 0.00 0.16 -0.161
C 0.4378 -1.6259 2.6778 -0.52 0.03 0.18 -0.133
N 1.0110 -0.2983 2.6023 0.22 -0.28 -0.21 0.063
C 0.5116 0.7221 3.3170 0.48 0.48 -0.14 -0.514
O -0.3988 0.6160 4.1137 -0.34 -0.04 0.24 0.065
C 1.1850 2.0714 3.0369 -0.08 -0.20 0.27 -0.110
C 0.9615 2.5419 1.6042 0.65 -0.10 -0.50 -0.194
S 2.4574 2.2050 0.6149 -0.37 0.32 -0.28 0.705
O 2.6940 0.7798 0.5960 -0.12 -0.16 -0.22 -0.321
O 3.5189 3.0417 1.0958 -0.05 0.36 0.06 -0.290
C 2.0130 2.7185 -1.0490 0.06 -0.22 0.65 -0.273
C 2.0139 4.0667 -1.3560 0.04 0.07 0.04 -0.049
C 1.6419 4.4765 -2.6242 -0.04 -0.05 -0.06 -0.106
C 1.2749 3.5186 -3.5589 -0.04 0.02 -0.11 -0.670
Br 0.7569 4.0745 -5.2971 0.05 -0.05 0.16 0.756
C 1.2835 2.1651 -3.2559 0.01 0.12 -0.05 -0.105
C 1.6583 1.7654 -1.9848 0.02 -0.10 0.05 -0.056
H 0.4347 -4.0956 -0.4708 0.11 -0.02 0.04 0.064
H -0.8111 -5.2918 -0.1229 0.00 -0.12 0.12 0.073
H -0.1282 -5.1854 -1.7472 0.06 -0.11 -0.04 0.068
H -1.1319 -2.9640 -2.0693 -0.06 0.04 -0.11 0.096
H -2.3901 -4.1096 -1.6241 -0.04 0.07 -0.08 0.113
H -2.2958 -3.4313 0.7037 0.05 0.04 -0.04 0.140
H -3.8452 -2.2753 -0.9120 -0.08 -0.03 0.05 0.112
H -3.4505 -1.3449 0.5341 -0.08 0.01 0.03 0.114
H -2.2374 -0.9521 -2.2371 0.00 0.03 -0.09 0.108
H -3.3492 0.1365 -1.4078 0.02 -0.04 -0.09 0.110
H -0.9397 0.8735 -1.2038 0.00 0.05 0.05 0.097
H -1.6866 0.5410 0.3654 0.00 0.08 0.04 0.105
H 0.5835 -0.5225 0.2083 0.00 -0.04 -0.14 0.086
H 0.0644 -1.3930 -1.2306 0.11 0.08 -0.05 0.120
H -1.4487 -2.5869 2.4057 -0.04 0.04 -0.01 0.124
H -1.4879 -0.8416 2.1340 -0.03 -0.07 0.06 0.117
H 1.1515 -2.3375 2.2645 -0.02 -0.01 0.03 0.128
H 0.2656 -1.8475 3.7349 0.09 -0.06 -0.09 0.121
H 1.7593 -0.1226 1.9422 -0.10 0.02 0.18 0.086
H 2.2598 1.9935 3.2181 -0.01 0.03 0.19 0.120
H 0.7690 2.7902 3.7446 0.06 -0.09 -0.11 0.126
H 0.8183 3.6172 1.5446 -0.02 0.09 -0.07 0.106
H 0.1371 2.0295 1.1151 -0.12 -0.02 -0.12 0.096
H 2.3257 4.7791 -0.6088 0.03 0.16 0.05 0.120
H 1.6385 5.5225 -2.8883 0.00 0.06 -0.01 0.106
H 1.0045 1.4385 -4.0032 -0.01 -0.05 -0.04 0.108
H 1.6962 0.7231 -1.7122 -0.04 -0.17 -0.02 0.107
```
Positions in Å, forces in eV/Å.

Results
Multiplicity ... 1
HOMO ... -8.18 eV
Frontier orbital gap ... 8.22 eV
Energy above the lowest of the compared OMol25 structures with the same formula, charge and spin ... 11.69 kJ/mol
SMILES ... CC[C@@H]1CCCCN1CCNC(=O)CCS(=O)(=O)c1ccc(Br)cc1